[1]
Entry from the Open Molecules 2025 dataset: one molecule with the formula C2H7N3OS (the ωB97M-V functional and the def2-TZVPD basis).

Summary:
orbital gap	8.78	eV
DFT total energy	-19536.074	eV
ΔE to the lowest compared entry with this formula, charge and spin	363.4	kJ/mol
spin multiplicity	1
molar mass	121.16	g/mol
LUMO	0.6194	eV
SMILES	CN/C(=N\S)NO

Last column: natural (NBO) charge in e.
Element x y z (Å)
C 1.163 -1.172 1.172  -0.45
C -0.524 0.165 -0.215  0.50
H 2.233 -1.445 0.927  0.22
H 1.140 -0.018 1.559  0.22
H 0.794 -1.666 2.249  0.20
H -0.041 -1.922 -0.203  0.40
H -2.410 -0.333 0.176  0.37
H -1.847 1.686 -1.409  0.49
H 1.641 2.601 -0.934  0.17
N 0.128 -1.018 0.148  -0.66
N -1.807 -0.068 -0.588  -0.31
N 0.031 1.283 -0.679  -0.67
O -2.344 0.752 -1.520  -0.54
S 1.843 1.153 -0.685  0.07

***

[2]
Entry from the Open Molecules 2025 dataset: C53H56F6FeN3O as an isolated structure (the ωB97M-V functional and the def2-TZVPD basis).

Summary:
orbital gap (alpha / beta)	3.44 / 5.43	eV
DFT total energy	-113074.611	eV
spin multiplicity	5
molar mass	920.88	g/mol
⟨S²⟩	6.1158
LUMO (alpha / beta)	2.1136 / 2.2033	eV
net charge	-1

Last column: Löwdin spin population.
Element x y z (Å)
C -3.548 -1.505 4.970  0.00
C -3.672 0.021 4.998  0.00
C -4.244 0.502 6.334  0.00
C -4.516 0.460 3.791  0.01
C -5.873 0.731 3.953  0.00
C -6.724 0.781 2.849  0.00
C -6.218 0.650 1.555  0.00
C -4.855 0.408 1.349  0.01
C -4.382 0.148 -0.096  0.00
C -4.183 1.428 -0.890  0.01
C -5.335 -0.783 -0.851  0.00
C -4.001 0.390 2.475  0.01
N -2.608 0.067 2.288  0.15
N -2.366 -1.184 1.796  0.43
N -1.022 -1.307 1.804  0.21
C -0.349 -2.368 1.074  0.02
C 0.529 -2.057 0.002  0.01
C 0.492 -0.680 -0.689  0.00
C -0.540 -0.666 -1.832  0.00
C 1.879 -0.187 -1.111  0.00
C 1.382 -3.054 -0.474  0.00
C 1.287 -4.351 0.029  0.01
C 0.279 -4.693 0.921  0.00
C -0.549 -3.704 1.461  0.01
C -1.630 -4.082 2.463  0.00
C -1.041 -4.590 3.770  0.00
C -2.660 -5.065 1.909  0.00
C -0.430 -0.199 2.409  0.06
C 0.999 -0.178 2.623  0.01
C 1.776 -1.345 2.886  0.03
C 3.154 -1.255 2.861  0.00
C 4.015 -2.459 3.173  0.00
F 5.160 -2.484 2.416  0.00
F 4.411 -2.508 4.489  0.00
F 3.365 -3.643 2.932  0.00
C 3.792 -0.039 2.602  0.03
C 3.032 1.116 2.468  0.00
C 3.756 2.384 2.137  0.00
F 3.220 3.500 2.774  0.00
F 5.087 2.332 2.481  0.00
F 3.697 2.663 0.773  0.00
C 1.643 1.061 2.470  0.02
C -1.407 0.743 2.572  -0.02
C -1.283 2.168 2.995  0.01
H -3.288 -1.860 3.967  0.00
H -2.772 -1.856 5.658  0.00
H -4.499 -1.990 5.232  0.00
H -2.662 0.451 4.889  0.00
H -4.457 1.572 6.294  0.00
H -5.177 -0.013 6.599  0.00
H -3.520 0.343 7.140  0.00
H -6.278 0.818 4.964  0.00
H -7.796 0.927 3.009  0.00
H -6.904 0.674 0.702  0.00
H -3.427 -0.376 -0.003  0.00
H -3.587 2.149 -0.325  0.00
H -3.670 1.223 -1.841  0.00
H -5.158 1.898 -1.087  0.00
H -5.522 -1.695 -0.276  0.00
H -6.300 -0.294 -1.025  0.00
H -4.900 -1.068 -1.817  0.00
H 0.132 0.025 0.075  0.00
H -1.524 -0.984 -1.463  0.00
H -0.638 0.346 -2.254  0.00
H -0.261 -1.376 -2.626  0.00
H 2.590 -0.293 -0.277  0.00
H 2.277 -0.770 -1.961  0.00
H 1.832 0.876 -1.393  0.00
H 2.113 -2.815 -1.251  0.00
H 1.975 -5.113 -0.319  0.00
H 0.145 -5.724 1.263  0.00
H -2.174 -3.156 2.665  0.00
H -0.298 -3.887 4.167  0.00
H -1.836 -4.724 4.516  0.00
H -0.529 -5.546 3.601  0.00
H -3.096 -4.664 0.987  0.00
H -2.185 -6.026 1.670  0.00
H -3.455 -5.218 2.655  0.00
H 1.288 -2.297 3.091  0.00
H 4.869 0.006 2.505  0.00
H 1.023 1.941 2.296  0.00
H -0.560 2.154 3.874  0.00
H -2.312 2.515 3.336  0.00
C -1.881 7.704 7.478  0.00
O -0.635 7.006 7.067  0.00
C -0.681 6.264 5.928  0.00
C 0.464 5.542 5.504  0.00
C 0.438 4.816 4.328  0.00
C -0.761 4.708 3.588  0.00
C -0.865 3.744 2.424  0.01
C -1.481 4.403 1.218  0.04
C -2.041 5.753 0.901  0.01
C -2.699 5.658 -0.390  0.02
C -2.506 4.321 -0.900  0.03
C -1.701 3.590 0.056  0.02
Fe -0.756 5.241 -0.452  2.57
C 0.949 4.442 -1.049  0.03
C 1.178 5.367 0.053  0.04
C 0.659 6.671 -0.328  0.04
C 0.115 6.557 -1.667  0.03
C 0.280 5.179 -2.112  0.03
C -1.848 5.539 3.920  0.00
C -1.841 6.231 5.125  0.00
H -1.587 8.320 8.338  0.00
H -2.271 8.343 6.667  0.00
H -2.640 6.958 7.789  0.00
H 1.352 5.554 6.127  0.00
H 1.364 4.320 4.006  0.00
H 0.210 3.582 2.078  0.00
H -2.061 6.633 1.556  0.01
H -3.318 6.432 -0.860  0.01
H -2.989 3.888 -1.781  0.01
H -1.445 2.531 0.034  0.00
H 1.292 3.407 -1.094  0.01
H 1.760 5.163 0.949  0.01
H 0.774 7.597 0.252  0.01
H -0.263 7.385 -2.273  0.01
H 0.041 4.788 -3.100  0.01
H -2.757 5.589 3.307  0.00
H -2.744 6.746 5.427  0.00

***

[3]
Entry from the Open Molecules 2025 dataset: C9H24ClI2MoN2P2S as an isolated structure (the ωB97M-V functional and the def2-TZVPD basis).

Summary:
orbital gap (alpha / beta)	6.17 / 5.57	eV
DFT total energy	-72668.682	eV
ΔE to the lowest compared entry with this formula, charge and spin	38.6	kJ/mol
spin multiplicity	3
molar mass	639.52	g/mol
⟨S²⟩	2.0552
LUMO (alpha / beta)	-12.8741 / -13.4720	eV
net charge	+3

Last column: Löwdin spin population.
Element x y z (Å)
I 2.569 1.537 -2.051  0.55
I -0.077 0.037 -3.864  0.55
Mo 0.398 0.277 -0.984  0.90
P 1.171 -1.957 -1.447  -0.02
C 2.508 -2.143 -2.652  0.00
C 1.624 -2.797 0.117  0.00
H 1.751 -3.846 -0.172  0.00
H -0.023 -3.847 -2.016  0.00
H 0.790 -2.733 0.830  0.00
H -1.158 -2.629 -1.296  0.00
H 3.388 -1.561 -2.317  0.00
H 2.561 -2.388 0.499  0.00
C -0.330 -2.790 -2.001  0.01
H 2.700 -3.229 -2.625  0.00
H -0.594 -2.430 -3.005  0.01
H 2.156 -1.772 -3.632  0.00
P -1.143 2.008 -1.353  -0.01
C -0.685 3.304 -2.515  0.01
C -2.627 1.145 -1.899  0.01
H -1.916 1.994 0.960  0.00
H -2.500 3.373 0.016  0.00
H -0.812 3.400 0.615  0.00
C -1.616 2.768 0.241  0.00
H -2.879 0.316 -1.225  0.00
H -3.398 1.927 -1.861  0.00
H -1.528 4.012 -2.456  0.00
H -0.553 2.863 -3.516  0.00
H -2.475 0.776 -2.920  0.01
H 0.259 3.780 -2.198  0.00
Cl -1.269 -0.763 0.512  0.02
S 1.584 0.874 1.022  -0.03
C 0.840 0.416 2.531  -0.01
N -0.018 1.199 3.228  0.00
C -0.398 0.593 4.495  0.00
C 0.338 -0.761 4.461  0.00
N 1.060 -0.716 3.197  0.00
H -0.345 2.083 2.876  0.00
H -1.480 0.438 4.494  0.00
H -0.121 1.218 5.360  0.00
H -0.367 -1.591 4.443  0.00
H 1.013 -0.903 5.310  0.00
H 1.601 -1.483 2.799  0.00